Entry from the OMol25 dataset: one molecule with the formula C13H16N2O2 (ωB97M-V/def2-TZVPD).

Cartesian coordinates (Å):
C1 -0.75799 -3.37563 -0.92640
H1 -0.96621 -4.44299 -0.97996
O1 -1.85241 -2.80736 -0.25371
C2 -1.89213 -1.44622 -0.10791
C3 -0.88879 -0.58222 -0.49710
C4 -1.07512 0.78813 -0.28365
C5 -2.26727 1.25564 0.31397
C6 -3.27188 0.37936 0.70801
C7 -3.07052 -0.96200 0.49424
H2 -3.81653 -1.68748 0.77590
H3 -4.18270 0.74036 1.16172
N1 -2.18632 2.61704 0.39359
C8 -0.99219 3.01975 -0.13677
C9 -0.27543 1.93842 -0.56476
C10 1.09439 1.94974 -1.15815
H4 1.19489 1.13466 -1.87641
H5 1.26411 2.89304 -1.67930
C11 2.17680 1.79364 -0.07731
N2 2.07991 0.52817 0.60847
C12 2.96792 -0.47428 0.42025
O2 3.95269 -0.36269 -0.27861
C13 2.64379 -1.73117 1.20421
H6 3.18800 -2.56980 0.77863
H7 2.96751 -1.59872 2.23477
H8 1.57623 -1.93779 1.19952
H9 1.22774 0.35335 1.11747
H10 3.16775 1.82576 -0.53445
H11 2.08506 2.60430 0.65319
H12 -0.73384 4.06045 -0.17969
H13 -2.89992 3.22411 0.75782
H14 0.01838 -0.93217 -0.96394
H15 0.18031 -3.21988 -0.38323
H16 -0.65624 -2.97554 -1.94040

Output
SMILES ... COc1ccc2[nH]cc(CCNC(C)=O)c2c1
E_HOMO ... -7.98 eV
Kohn-Sham gap ... 0.321 hartree
Energy relative to the best compared isomer or geometry (same formula, charge and spin) ... 15.9 kcal per mole
Lowest unoccupied orbital energy ... 0.7373 eV

Results of the Löwdin charge analysis, in e, for atoms 1 through 4: -0.089, 0.094, -0.093, -0.275

---

Entry from the OMol25 dataset: one molecule with the formula C6H9N (ωB97M-V/def2-TZVPD).

Cartesian coordinates (Å):
C1 1.30978 0.47485 0.10437
C2 0.07154 1.15040 -0.18923
C3 2.55660 0.93460 0.03019
C4 -1.22354 1.25342 -0.18087
C5 -2.24757 0.30355 0.37525
C6 0.49727 -1.78489 -0.24898
N1 0.76394 -0.67513 0.60769
H1 3.38797 0.32083 0.32900
H2 2.76365 1.93833 -0.29311
H3 -1.63784 2.14410 -0.64556
H4 -1.76507 -0.42733 1.01817
H5 -2.75089 -0.21422 -0.44355
H6 -3.00022 0.85524 0.93790
H7 1.39924 -2.09499 -0.79442
H8 0.15702 -2.60805 0.38131
H9 -0.28188 -1.57071 -0.98815

Output
E_HOMO (alpha / beta) ... -8.65 / -8.41 eV
Kohn-Sham gap (alpha / beta) ... 0.324 / 0.309 hartree
Energy relative to the best compared isomer or geometry (same formula, charge and spin) ... 114.4 kcal per mole
Lowest unoccupied orbital energy (alpha / beta) ... 0.1569 / -0.0038 eV

Results of the Löwdin charge analysis, in e, for atoms 1 through 4: -0.489, 0.112, 0.072, -0.160

---

Entry from the OMol25 dataset: one molecule with the formula C4H7NO (ωB97M-V/def2-TZVPD).

Cartesian coordinates (Å):
C1 -1.13621 1.05949 -0.19622
C2 -0.02498 0.05380 -0.02673
C3 -0.24145 -1.40177 0.18793
N1 0.30324 -0.87888 -1.07572
C4 1.23988 0.56181 0.61408
O1 2.32511 0.09585 0.34726
H1 -0.79493 1.90028 -0.80770
H2 -1.99420 0.59365 -0.68612
H3 -1.46495 1.44532 0.77705
H4 0.40931 -1.88357 0.93033
H5 -1.06131 -1.89525 -0.28474
H6 1.29539 -1.06101 -1.09303
H7 1.14508 1.41027 1.31362

Output
SMILES ... C[C@@]1(C=O)CN1
E_HOMO ... -9.96 eV
Kohn-Sham gap ... 0.397 hartree
Energy relative to the best compared isomer or geometry (same formula, charge and spin) ... 55.5 kcal per mole
Lowest unoccupied orbital energy ... 0.8482 eV

Results of the Löwdin charge analysis, in e, for atoms 1 through 4: -0.025, -0.497, -0.082, 0.047

---

Entry from the OMol25 dataset: an isolated ion of composition C13H19N2 and charge +1 (ωB97M-V/def2-TZVPD).

Cartesian coordinates (Å):
C1 -2.98295 -0.13092 1.86459
C2 -2.44894 1.05858 2.34464
C3 -2.38199 -0.77648 0.77937
C4 -1.31066 1.54745 1.86861
C5 -1.20678 -0.31072 0.25784
C6 -0.69821 0.84854 0.84829
C7 0.39861 -2.14419 -0.43319
C8 1.52513 -1.71338 0.54467
C9 -0.37664 -0.91150 -0.86858
C10 0.92038 0.33581 -0.74850
C11 -1.22122 -0.88464 -2.14542
C12 1.58496 0.93456 -2.05419
C13 1.28959 2.33195 0.66829
N1 0.49883 1.15784 0.27851
N2 2.17909 -0.61568 -0.04598
H1 -3.80745 -0.67914 2.27849
H2 -2.85619 1.51761 3.27380
H3 -3.06363 -1.62082 0.35125
H4 -0.88295 2.51291 2.13243
H5 0.86091 -2.68377 -1.29789
H6 -0.29082 -3.02766 0.03822
H7 1.06355 -1.51126 1.45252
H8 2.34729 -2.51256 0.81063
H9 -0.71579 -1.10691 -3.01306
H10 -1.84392 -0.05633 -2.22742
H11 -1.84257 -1.75642 -2.00085
H12 1.25570 1.98665 -2.02749
H13 1.24900 0.38492 -2.94902
H14 2.66361 0.81306 -1.96113
H15 2.35994 2.28289 0.46977
H16 0.99016 3.17914 0.08035
H17 1.29222 2.49149 1.73823
H18 2.70000 0.06501 0.49293
H19 2.75173 -1.00604 -0.80073

Output
E_HOMO (alpha / beta) ... -7.28 / -12.45 eV
Multiplicity ... 3
Kohn-Sham gap (alpha / beta) ... 0.164 / 0.268 hartree
Charge ... +1
Energy relative to the best compared isomer or geometry (same formula, charge and spin) ... 20.5 kcal per mole
Lowest unoccupied orbital energy (alpha / beta) ... -2.8089 / -5.1613 eV
<S²> ... 2.04

Results of the Löwdin charge analysis, in e, for atoms 1 through 4: -0.051, -0.115, -0.023, -0.037

---

Entry from the OMol25 dataset: C5H11CrO3 as an isolated structure (ωB97M-V/def2-TZVPD).

Cartesian coordinates (Å):
C1 -0.66347 -1.29875 1.04975
O1 -0.16591 -0.88297 -0.24524
C2 -0.34267 0.46331 -0.57768
C3 0.21577 1.43193 0.45832
O2 1.50040 1.02080 0.91108
C4 2.57665 1.28920 0.02562
H1 -0.74801 -2.39740 1.03357
H2 -1.51942 -0.70659 1.42976
H3 -1.40375 0.74012 -0.72396
H4 0.16496 0.58962 -1.54408
H5 -0.41921 1.47703 1.35215
H6 0.25028 2.44653 0.03407
H7 2.47137 0.70973 -0.90264
H8 2.60255 2.36450 -0.20131
H9 3.50553 1.00588 0.53268
Cr1 1.29092 -0.73942 2.02775
O3 -2.13913 -1.77293 -2.35030
C5 -2.23412 -1.84787 -1.12682
H10 -2.17790 -2.83798 -0.62580
H11 -2.76487 -1.05474 -0.55692

Output
E_HOMO (alpha / beta) ... -12.71 / -12.71 eV
Multiplicity ... 5
Kohn-Sham gap (alpha / beta) ... 0.273 / 0.286 hartree
Charge ... +1
Energy relative to the best compared isomer or geometry (same formula, charge and spin) ... 22.0 kcal per mole
Lowest unoccupied orbital energy (alpha / beta) ... -5.2876 / -4.9377 eV
<S²> ... 6.34

Results of the Löwdin charge analysis, in e, for atoms 1 through 4: -0.144, -0.241, -0.205, -0.168

---

Entry from the OMol25 dataset: a 6-piece molecular cluster, C35H79I2O28P5S overall (ωB97M-V/def2-TZVPD).

Cartesian coordinates (Å):
C1 6.62759 -0.59767 -2.13817
C2 5.29227 -0.81461 -2.86782
O1 4.89929 0.26797 -3.68769
C3 4.48344 1.40105 -2.96013
C4 2.95849 1.49410 -2.85566
O2 2.50278 0.28963 -2.27767
C5 1.17639 0.36408 -1.79137
C6 1.06682 -0.20315 -0.38739
C7 1.52830 -1.66935 -0.23134
C8 1.25245 -2.46226 -1.52912
C9 2.06745 -3.75194 -1.63563
O3 2.27632 -2.46567 -2.44012
C10 -0.38137 -0.08350 0.23353
C11 -1.40392 -1.01868 -0.35800
I1 -2.19122 -0.66703 -2.31076
C12 -1.89669 -2.07562 0.30108
C13 -2.95895 -3.00320 -0.24471
I2 -1.29302 -2.58646 2.26969
C14 -0.89762 1.39216 0.23471
C15 -2.26168 1.42969 0.93246
O4 -3.32468 1.22706 0.00577
O5 -4.42612 2.00431 0.47119
C16 0.18171 2.35587 0.75641
C17 -0.26142 3.71534 1.28153
C18 -1.30216 4.39133 0.33636
C19 -0.68756 3.82042 2.77236
C20 -0.91650 2.52544 3.59259
O6 1.14631 1.72468 1.63142
S1 2.11609 0.74744 0.81431
O7 3.08630 1.55422 0.13963
O8 2.71778 -0.15055 1.73937
H1 6.42255 -0.11571 -1.17958
H2 7.04451 -1.58012 -1.91191
H3 7.31590 -0.00533 -2.73858
H4 4.53634 -1.11712 -2.13891
H5 5.41079 -1.66606 -3.54161
H6 4.80138 2.28587 -3.51927
H7 4.85261 1.42219 -1.93179
H8 2.75968 2.37389 -2.23264
H9 2.54180 1.60575 -3.86480
H10 0.53633 -0.14004 -2.51779
H11 0.88229 1.41897 -1.81903
H12 2.60627 -1.76873 -0.14248
H13 0.98150 -2.23003 0.51929
H14 0.23230 -2.50346 -1.90243
H15 1.84687 -4.38663 -2.48451
H16 3.09282 -3.72951 -1.28730
H17 -0.20223 -0.26668 1.29449
H18 -2.79561 -3.27506 -1.28338
H19 -3.89662 -2.43842 -0.18572
H20 -3.09344 -3.87568 0.38821
H21 -1.05266 1.63437 -0.82095
H22 -2.31047 0.59025 1.63926
H23 -2.48658 2.34981 1.46255
H24 -5.02346 2.00253 -0.28606
H25 0.78182 2.60348 -0.12860
H26 0.61682 4.35626 1.17294
H27 -1.33270 3.85748 -0.61591
H28 -1.05638 5.43779 0.18622
H29 -2.29611 4.28697 0.76873
H30 0.04544 4.42606 3.30517
H31 -1.60423 4.41267 2.81522
H32 -0.77638 1.58682 3.06565
H33 -1.90104 2.55508 4.06019
H34 -0.21671 2.51045 4.42960
C21 -7.01867 -1.26478 -5.95231
O9 -6.89047 -2.64956 -5.58640
P1 -5.43436 -3.36967 -5.83418
O10 -5.16413 -3.05168 -7.27256
O11 -6.06716 -4.81726 -5.57192
C22 -6.97415 -5.35208 -6.53363
O12 -3.98502 -3.92484 -5.31136
C23 -2.90462 -2.97342 -5.28161
H35 -7.84459 -0.84350 -5.38291
H36 -6.11206 -0.70553 -5.73051
H37 -7.24492 -1.19108 -7.01465
H38 -6.80933 -4.92813 -7.52401
H39 -8.00004 -5.15797 -6.22016
H40 -6.81507 -6.42715 -6.57996
H41 -3.24742 -1.99995 -4.93044
H42 -2.47325 -2.87637 -6.27732
H43 -2.14469 -3.34422 -4.59800
C24 -2.10496 1.14894 -10.85778
O13 -3.47821 1.21796 -11.27001
P2 -4.29541 -0.20459 -11.40558
O14 -3.39788 -1.01197 -12.28386
O15 -5.51900 0.50044 -12.16808
C25 -5.31174 0.96106 -13.49898
O16 -5.29893 -1.31697 -10.76706
C26 -4.69922 -2.28978 -9.87289
H44 -1.83344 2.11435 -10.43403
H45 -1.94865 0.37518 -10.10895
H46 -1.47721 0.95136 -11.72463
H47 -4.51106 0.41286 -13.99528
H48 -5.07273 2.02534 -13.48826
H49 -6.23688 0.81161 -14.05240
H50 -3.95957 -1.82697 -9.22489
H51 -4.23299 -3.08076 -10.46075
H52 -5.47956 -2.71047 -9.26180
C27 -3.11256 -4.31788 7.39744
O17 -2.94425 -3.21887 6.49061
P3 -2.90173 -1.69833 7.13934
O18 -4.16140 -1.73901 7.95053
O19 -3.03858 -1.01419 5.69803
C28 -4.25554 -1.17039 4.97645
O20 -2.22249 -0.32931 7.74525
C29 -1.81842 -0.37209 9.12645
H53 -2.72644 -5.21341 6.91345
H54 -2.57371 -4.15621 8.32845
H55 -4.17194 -4.45352 7.60616
H56 -5.10367 -1.36302 5.63354
H57 -4.15402 -1.99230 4.26622
H58 -4.44488 -0.25107 4.42467
H59 -1.36543 -1.32954 9.37853
H60 -2.68021 -0.19249 9.76756
H61 -1.08274 0.41306 9.28460
C30 11.60638 5.55663 -1.16386
O21 10.74323 5.69181 -2.30349
P4 9.61512 4.51871 -2.53840
O22 10.42964 3.26900 -2.49106
O23 9.27931 5.04560 -4.01310
C31 10.25275 4.86158 -5.03694
O24 8.08497 3.96906 -2.36481
C32 7.75903 3.36659 -1.09762
H62 11.98994 6.54457 -0.91551
H63 11.07577 5.15460 -0.30344
H64 12.43975 4.90433 -1.41785
H65 10.91289 4.02218 -4.81941
H66 10.84398 5.77087 -5.15094
H67 9.72494 4.66307 -5.96748
H68 8.21073 3.91224 -0.27004
H69 8.10169 2.33288 -1.08592
H70 6.67773 3.38580 -0.98056
C33 1.35301 -0.63674 15.93786
O25 0.32993 -0.17130 15.04269
P5 -0.19852 -1.21623 13.89152
O26 1.07069 -1.65824 13.24193
O27 -0.98449 -0.06125 13.10887
C34 -0.22745 0.92782 12.41994
O28 -1.28186 -2.32946 13.37397
C35 -1.08372 -3.67845 13.83515
H71 1.30596 -0.03307 16.84209
H72 1.21114 -1.68267 16.20079
H73 2.32735 -0.50486 15.47144
H74 0.76180 0.56667 12.13795
H75 -0.12300 1.81507 13.04493
H76 -0.76839 1.19809 11.51536
H77 -0.77802 -3.70570 14.88016
H78 -0.32882 -4.16635 13.22015
H79 -2.02839 -4.20782 13.73431

Output
SMILES ... CCOCCOC[C@]1(C[C@@H]2CO2)[C@H](/C(I)=C(/C)I)[C@@H](COO)[C@@H]([C@@H](C)CC)OS1(=O)=O.COP(=O)(OC)OC.COP(=O)(OC)OC.COP(=O)(OC)OC.COP(=O)(OC)OC.COP(=O)(OC)OC
E_HOMO ... -9.09 eV
Kohn-Sham gap ... 0.299 hartree
Lowest unoccupied orbital energy ... -0.9474 eV

Results of the Löwdin charge analysis, in e, for atoms 1 through 4: -0.070, -0.270, -0.122, -0.188

---

| no. | largest force on an atom (Eh/bohr) |
| --- | --- |
| 1 | 0.01252 |
| 2 | 0.02930 |
| 3 | 0.04249 |
| 4 | 0.10508 |
| 5 | 0.07522 |
| 6 | 0.13268 |